Model i:
{"formula": "C26H78O26", "method": "the ωB97M-V functional and the def2-TZVPD basis", "species": ["O", "O", "O", "O", "O", "O", "O", "O", "O", "O", "O", "O", "O", "O", "O", "O", "O", "O", "O", "O", "O", "O", "O", "O", "O", "O", "C", "C", "C", "C", "C", "C", "C", "C", "C", "C", "C", "C", "C", "C", "C", "C", "C", "C", "C", "C", "C", "C", "C", "C", "C", "C", "H", "H", "H", "H", "H", "H", "H", "H", "H", "H", "H", "H", "H", "H", "H", "H", "H", "H", "H", "H", "H", "H", "H", "H", "H", "H", "H", "H", "H", "H", "H", "H", "H", "H", "H", "H", "H", "H", "H", "H", "H", "H", "H", "H", "H", "H", "H", "H", "H", "H", "H", "H", "H", "H", "H", "H", "H", "H", "H", "H", "H", "H", "H", "H", "H", "H", "H", "H", "H", "H", "H", "H", "H", "H", "H", "H", "H", "H"], "coordinates": [[6.25, -2.05, 0.29], [6.51, -5.37, 5.50], [4.66, -3.24, 2.41], [11.63, -2.78, 3.48], [1.93, -4.19, 6.89], [11.51, -6.01, -1.88], [5.11, 1.63, 2.06], [2.91, -2.75, 4.64], [-0.36, -6.18, -0.45], [6.07, -2.60, -5.24], [8.37, -7.40, 3.20], [2.82, -2.04, -1.10], [6.13, -4.97, 0.29], [5.35, 1.26, 4.80], [3.85, -5.45, -1.32], [4.93, -7.60, 4.34], [5.42, -3.10, -2.31], [5.90, -5.76, -3.45], [9.94, -9.50, 2.14], [9.02, -3.89, 4.80], [1.05, -0.60, 0.71], [2.79, -9.95, 4.60], [8.59, -3.58, 0.68], [8.48, -5.27, 7.46], [8.37, -6.45, -1.61], [0.35, -6.44, 2.67], [5.27, -1.84, -4.34], [3.45, -9.18, 5.56], [9.19, -6.41, -2.79], [5.98, -5.29, 1.66], [3.90, -6.58, -2.24], [2.32, -4.01, 4.57], [7.18, -4.92, 7.78], [2.00, -2.76, -0.23], [4.38, 0.65, 2.68], [5.28, -6.94, -2.77], [1.66, -1.88, 0.98], [4.14, 1.11, 4.08], [11.57, -3.94, 4.29], [8.48, -7.59, 1.81], [0.68, -5.76, 0.44], [5.81, -1.88, -2.88], [1.29, -4.18, 5.69], [4.73, -4.66, 2.32], [0.92, -6.82, 1.52], [6.16, -5.61, 6.80], [8.30, -2.48, 1.46], [10.16, -4.61, 4.26], [10.61, -6.96, -2.52], [9.90, -8.18, 1.52], [7.53, -1.50, 0.65], [3.75, -7.74, 5.12], [0.70, -5.09, 5.58], [6.22, -6.70, 6.89], [8.22, -4.34, 4.53], [8.51, -6.59, 1.38], [8.09, -1.16, -0.22], [3.44, 0.52, 2.15], [12.27, -4.67, 3.90], [11.97, -3.62, 5.25], [0.70, -3.27, 5.77], [3.73, -2.13, -0.81], [7.46, -6.18, -1.78], [10.56, -7.86, -1.90], [7.20, -3.83, 7.82], [5.91, -7.19, -1.92], [1.50, -0.23, -0.06], [8.56, -4.86, 6.59], [11.01, -7.30, -3.48], [5.82, -2.36, -6.14], [8.75, -8.22, 3.52], [7.75, -2.84, 2.33], [3.06, -4.81, 4.63], [5.41, 0.58, 5.48], [6.95, -5.22, 8.80], [10.01, -8.26, 0.44], [1.98, -7.07, 1.55], [3.90, -7.09, 5.99], [2.68, -9.05, 6.32], [5.13, -5.32, 7.00], [2.53, -1.82, 1.64], [5.43, -1.03, -2.31], [3.63, 2.07, 3.96], [11.25, -2.03, 3.93], [3.27, -6.38, -3.10], [2.17, -3.27, 7.04], [0.96, -2.44, 1.60], [6.89, -1.80, -3.00], [9.22, -2.03, 1.84], [3.62, -2.82, 4.00], [1.96, -4.10, 3.55], [5.36, -7.80, -3.43], [3.40, 0.44, 4.52], [0.46, -4.77, 0.85], [11.00, -5.62, -1.17], [0.58, -7.79, 1.17], [7.40, -0.68, 1.35], [6.50, -6.20, 5.01], [5.95, -6.38, 1.67], [5.68, -3.89, -2.80], [7.77, -4.07, 0.64], [2.89, -7.40, 4.54], [-0.57, -6.20, 2.51], [8.74, -7.08, -3.53], [10.73, -7.56, 1.87], [4.90, -0.30, 2.73], [4.72, -4.99, 3.36], [2.02, -9.48, 4.27], [1.64, -5.67, -0.08], [2.44, -3.66, 0.20], [10.77, -9.95, 1.95], [4.22, -1.99, -4.59], [4.20, -4.63, -1.69], [6.90, -5.00, 2.16], [3.61, -7.52, -1.77], [6.36, -2.63, -0.47], [5.46, -5.57, -4.28], [10.22, -5.56, 4.79], [4.24, -9.76, 6.03], [4.72, 2.50, 2.18], [5.18, -3.02, 1.62], [5.49, -5.37, -0.30], [9.96, -4.92, 3.24], [9.16, -5.42, -3.25], [7.66, -8.07, 1.28], [3.85, -5.05, 1.80], [1.03, -3.08, -0.60], [4.95, -8.39, 3.79], [-0.85, -5.40, -0.72], [5.43, -0.81, -4.67]], "lowdin_charge": [-0.08, -0.07, -0.07, -0.07, -0.05, -0.07, -0.04, -0.05, -0.05, -0.08, -0.06, -0.03, -0.09, -0.03, -0.07, -0.07, -0.10, -0.09, -0.08, -0.08, -0.05, -0.06, -0.05, -0.06, -0.09, -0.04, -0.23, -0.24, -0.21, -0.18, -0.18, -0.26, -0.24, -0.26, -0.29, -0.17, -0.23, -0.26, -0.22, -0.25, -0.23, -0.19, -0.26, -0.20, -0.30, -0.24, -0.28, -0.20, -0.20, -0.18, -0.19, -0.21, 0.12, 0.12, 0.05, 0.10, 0.13, 0.11, 0.11, 0.12, 0.12, 0.07, 0.02, 0.10, 0.12, 0.10, 0.07, 0.04, 0.11, 0.08, 0.08, 0.11, 0.09, 0.09, 0.11, 0.10, 0.11, 0.11, 0.11, 0.11, 0.09, 0.13, 0.12, 0.08, 0.12, 0.09, 0.11, 0.13, 0.13, 0.04, 0.10, 0.13, 0.12, 0.11, 0.07, 0.12, 0.12, 0.06, 0.12, 0.05, 0.02, 0.11, 0.11, 0.11, 0.12, 0.12, 0.09, 0.08, 0.08, 0.09, 0.08, 0.12, 0.05, 0.11, 0.13, 0.04, 0.09, 0.11, 0.13, 0.09, 0.04, 0.05, 0.10, 0.12, 0.12, 0.11, 0.12, 0.09, 0.08, 0.11], "e_homo_ev": -9.49, "lumo_energy_ha": -0.001, "total_charge": 0, "gap_ev": 9.46}



Model ii:
{"formula": "C26H78O26", "method": "the ωB97M-V functional and the def2-TZVPD basis", "species": ["O", "O", "O", "O", "O", "O", "O", "O", "O", "O", "O", "O", "O", "O", "O", "O", "O", "O", "O", "O", "O", "O", "O", "O", "O", "O", "C", "C", "C", "C", "C", "C", "C", "C", "C", "C", "C", "C", "C", "C", "C", "C", "C", "C", "C", "C", "C", "C", "C", "C", "C", "C", "H", "H", "H", "H", "H", "H", "H", "H", "H", "H", "H", "H", "H", "H", "H", "H", "H", "H", "H", "H", "H", "H", "H", "H", "H", "H", "H", "H", "H", "H", "H", "H", "H", "H", "H", "H", "H", "H", "H", "H", "H", "H", "H", "H", "H", "H", "H", "H", "H", "H", "H", "H", "H", "H", "H", "H", "H", "H", "H", "H", "H", "H", "H", "H", "H", "H", "H", "H", "H", "H", "H", "H", "H", "H", "H", "H", "H", "H"], "coordinates": [[17.96, -19.24, 15.98], [14.99, -22.28, 14.91], [18.76, -16.05, 8.99], [18.24, -20.60, 10.22], [21.60, -20.07, 10.21], [13.41, -19.02, 14.81], [21.16, -17.91, 13.10], [14.41, -13.01, 12.72], [18.42, -12.96, 15.25], [13.19, -16.53, 17.20], [14.71, -20.55, 10.94], [20.65, -11.64, 14.53], [15.92, -12.07, 15.83], [19.13, -15.92, 17.34], [22.49, -15.58, 12.15], [20.68, -16.62, 20.46], [19.89, -21.81, 14.13], [16.44, -14.86, 17.90], [19.21, -11.01, 9.93], [19.13, -15.68, 12.55], [14.21, -14.88, 10.03], [16.67, -17.66, 7.69], [17.39, -14.09, 10.82], [13.21, -17.99, 11.68], [16.51, -17.57, 14.40], [24.48, -12.98, 13.77], [18.25, -16.01, 13.63], [20.14, -15.95, 18.25], [19.60, -16.73, 19.55], [23.05, -14.76, 13.19], [20.79, -12.32, 15.72], [18.77, -21.23, 14.73], [13.51, -20.44, 14.89], [20.75, -18.81, 12.06], [19.08, -20.07, 15.64], [19.33, -12.51, 16.35], [15.82, -19.95, 10.30], [14.28, -16.20, 10.50], [17.62, -12.71, 10.66], [14.02, -15.52, 17.65], [15.17, -13.27, 13.88], [24.11, -13.88, 12.74], [15.02, -20.84, 14.93], [16.73, -16.33, 7.84], [17.01, -20.88, 10.86], [17.41, -17.38, 13.34], [21.92, -19.17, 11.25], [13.11, -16.59, 11.38], [19.05, -12.24, 10.47], [18.14, -15.68, 7.78], [14.93, -12.13, 14.80], [15.53, -15.67, 17.20], [21.77, -16.21, 12.49], [22.23, -14.38, 13.87], [18.71, -16.10, 14.52], [13.38, -20.33, 13.89], [18.26, -15.59, 9.72], [20.42, -15.60, 20.83], [21.13, -13.20, 15.46], [19.69, -19.37, 14.91], [17.95, -14.35, 11.76], [12.98, -16.25, 16.22], [21.50, -20.81, 10.68], [15.49, -11.39, 16.35], [16.00, -16.05, 8.77], [18.06, -20.81, 13.87], [16.01, -16.62, 17.54], [12.90, -16.17, 12.28], [16.79, -21.97, 10.65], [17.73, -14.98, 13.69], [14.69, -22.48, 14.01], [16.03, -19.07, 10.82], [16.88, -18.19, 15.00], [23.39, -15.37, 13.88], [15.68, -15.54, 16.10], [17.22, -20.80, 11.80], [23.68, -13.25, 11.88], [12.87, -21.03, 15.67], [17.63, -18.06, 7.81], [15.51, -19.96, 9.29], [19.21, -13.09, 17.27], [16.92, -17.10, 12.47], [14.06, -15.47, 18.66], [15.49, -20.37, 15.74], [14.75, -14.32, 10.67], [17.14, -14.80, 17.46], [19.59, -16.43, 12.48], [18.02, -18.23, 12.88], [14.85, -14.06, 14.46], [12.34, -16.58, 10.66], [14.18, -16.98, 9.68], [17.07, -12.18, 11.54], [14.02, -19.95, 10.80], [17.53, -12.51, 15.48], [18.99, -11.78, 16.58], [13.82, -18.02, 12.54], [18.09, -14.68, 7.64], [15.14, -16.64, 10.83], [22.69, -19.44, 12.07], [25.13, -12.23, 13.53], [13.62, -13.27, 12.91], [18.42, -16.00, 6.74], [16.23, -13.55, 13.60], [21.14, -18.50, 13.95], [19.92, -18.35, 11.43], [18.66, -16.76, 17.19], [18.33, -10.84, 9.63], [21.34, -11.92, 16.54], [13.83, -14.53, 17.27], [16.97, -12.63, 9.74], [15.47, -20.38, 14.00], [20.62, -21.70, 14.95], [17.62, -19.48, 16.84], [18.81, -16.30, 20.10], [13.16, -18.75, 15.68], [19.80, -12.98, 9.93], [16.18, -15.79, 6.94], [25.08, -14.35, 12.41], [22.33, -18.42, 10.75], [15.03, -11.40, 14.16], [18.22, -21.85, 15.38], [21.11, -16.10, 17.87], [20.10, -12.16, 14.00], [20.23, -14.97, 18.51], [20.48, -19.80, 12.58], [19.77, -12.17, 11.28], [19.88, -17.87, 19.50], [13.87, -11.83, 15.23], [18.93, -21.26, 10.61], [19.75, -20.41, 16.60]], "lowdin_charge": [-0.08, -0.07, -0.09, -0.11, 0.03, -0.08, -0.12, 0.03, -0.11, -0.06, -0.08, -0.02, -0.05, -0.07, -0.08, -0.17, -0.09, -0.01, -0.03, -0.04, -0.05, -0.09, -0.16, -0.11, -0.05, -0.11, -0.15, -0.25, -0.21, -0.27, -0.19, -0.32, -0.20, -0.25, -0.23, -0.10, -0.15, -0.29, -0.25, -0.25, -0.21, -0.26, -0.23, -0.33, -0.20, -0.18, -0.26, -0.22, -0.31, -0.24, -0.22, -0.20, 0.08, 0.13, 0.06, 0.07, 0.08, 0.18, 0.05, 0.12, 0.16, 0.15, 0.01, 0.10, 0.13, 0.15, 0.12, 0.08, 0.14, 0.11, 0.09, 0.08, 0.00, 0.06, 0.11, 0.02, 0.14, 0.17, 0.16, 0.11, 0.12, 0.06, 0.08, 0.08, 0.10, -0.08, -0.04, 0.13, 0.08, 0.11, 0.14, 0.14, 0.02, 0.06, -0.04, 0.14, 0.07, 0.06, 0.16, 0.13, 0.00, 0.14, 0.13, 0.13, 0.15, 0.09, 0.06, 0.12, 0.11, 0.14, 0.12, 0.19, 0.10, 0.10, 0.05, 0.16, 0.14, 0.14, 0.08, 0.06, 0.10, 0.11, 0.04, 0.07, 0.13, 0.11, 0.15, 0.18, 0.13, 0.18], "e_homo_ev": -9.14, "lumo_energy_ha": -0.010, "total_charge": 0, "gap_ev": 8.86}



Energetically preferred structure: model i | next structure: +392.6 kcal/mol



Model i:
{"formula": "H14O7", "method": "the ωB97M-V functional and the def2-TZVPD basis", "species": ["O", "O", "O", "O", "O", "O", "O", "H", "H", "H", "H", "H", "H", "H", "H", "H", "H", "H", "H", "H", "H"], "coordinates": [[1.33, -0.17, 1.13], [-2.83, 2.69, 0.41], [-1.06, -2.20, 0.85], [-4.24, -0.89, -0.79], [3.88, 1.52, -0.17], [-1.63, 0.06, -0.44], [3.70, -1.03, -0.49], [-2.43, 3.56, 0.31], [3.36, 1.18, -0.90], [-0.72, 0.27, -0.68], [-3.64, -1.57, -1.12], [4.65, 1.91, -0.60], [-2.52, 2.39, 1.27], [4.48, -1.40, -0.92], [2.96, -1.46, -0.94], [-4.15, -0.17, -1.43], [-1.81, -2.59, 1.32], [-1.65, 0.16, 0.52], [-0.82, -1.43, 1.38], [1.73, -1.05, 1.05], [1.39, 0.20, 0.24]], "lowdin_charge": [-0.04, -0.06, -0.07, -0.07, -0.07, -0.07, -0.06, 0.04, 0.01, 0.03, 0.03, 0.04, 0.03, 0.06, 0.05, 0.03, 0.04, 0.02, 0.01, 0.04, 0.02], "smiles": "O.O.O.O.O.O.O", "e_homo_ev": -10.39, "lumo_energy_ha": 0.003, "total_charge": 0, "gap_ev": 10.47}



Model ii:
{"formula": "H14O7", "method": "the ωB97M-V functional and the def2-TZVPD basis", "species": ["O", "O", "O", "O", "O", "O", "O", "H", "H", "H", "H", "H", "H", "H", "H", "H", "H", "H", "H", "H", "H"], "coordinates": [[2.20, 0.37, -1.80], [2.02, 2.82, 0.24], [-1.20, -3.93, -1.98], [-1.60, 2.49, 2.16], [1.41, -0.65, 2.75], [-2.31, -1.08, -0.62], [-0.60, -0.04, -0.57], [-1.44, 1.50, 2.16], [-1.61, -1.41, -1.27], [2.15, -0.80, 3.33], [-2.75, -0.46, -1.13], [-1.83, -3.75, -2.63], [-1.02, 0.52, -1.27], [3.18, 0.44, -1.45], [-0.17, 0.61, -0.06], [0.66, -0.45, 3.35], [2.37, 0.06, -2.68], [2.46, 3.30, -0.48], [-0.90, -4.82, -2.25], [-1.66, 2.63, 3.11], [1.11, 2.80, -0.11]], "lowdin_charge": [-0.09, -0.07, -0.03, -0.08, -0.06, -0.09, -0.08, 0.06, 0.07, 0.02, -0.01, -0.01, 0.08, 0.10, 0.01, 0.04, 0.00, 0.03, 0.05, 0.03, 0.04], "smiles": "O.O.O.O.O.O.O", "e_homo_ev": -8.68, "lumo_energy_ha": 0.020, "total_charge": 0, "gap_ev": 9.21}



Model iii:
{"formula": "H14O7", "method": "the ωB97M-V functional and the def2-TZVPD basis", "species": ["O", "O", "O", "O", "O", "O", "O", "H", "H", "H", "H", "H", "H", "H", "H", "H", "H", "H", "H", "H", "H"], "coordinates": [[-2.28, -1.31, -1.39], [0.07, -1.82, 1.02], [0.05, -0.77, -1.34], [1.54, 2.45, -0.46], [-1.85, 1.04, 1.46], [1.63, 0.46, 0.52], [-0.52, 0.33, 0.18], [-2.04, -0.54, -0.88], [-1.28, 1.54, 2.05], [2.09, 1.84, -0.95], [1.86, -0.46, 0.38], [0.30, 0.79, 0.39], [-0.44, -1.29, -1.98], [-0.27, -0.34, -0.45], [-0.18, -0.91, 0.88], [1.34, 2.00, 0.36], [2.47, 0.88, 0.75], [-1.26, 0.70, 0.79], [1.02, -1.82, 1.04], [0.91, -1.19, -1.29], [-3.14, -1.57, -1.05]], "lowdin_charge": [-0.02, -0.01, 0.15, -0.03, -0.07, -0.04, 0.01, 0.04, 0.01, 0.04, 0.09, 0.01, 0.12, -0.26, -0.05, 0.00, 0.12, -0.33, 0.02, 0.12, 0.07], "e_homo_ev": -8.69, "lumo_energy_ha": -0.029, "total_charge": 0, "gap_ev": 7.89}



Model iv:
{"formula": "H14O7", "method": "the ωB97M-V functional and the def2-TZVPD basis", "species": ["O", "O", "O", "O", "O", "O", "O", "H", "H", "H", "H", "H", "H", "H", "H", "H", "H", "H", "H", "H", "H"], "coordinates": [[3.52, -1.21, -0.59], [2.38, 0.82, 1.78], [-1.87, 2.49, 1.68], [-2.99, -0.77, 1.77], [-1.32, 0.59, -2.15], [-0.39, 0.60, 0.41], [0.89, -1.61, -0.98], [2.21, 1.17, 0.90], [-1.85, 3.22, 1.07], [3.27, 0.46, 1.73], [-0.67, 0.57, -0.50], [3.79, -1.28, -1.50], [0.43, -1.32, -1.77], [0.41, 0.07, 0.43], [0.42, -2.39, -0.71], [-1.03, -0.05, -2.80], [-1.66, 1.72, 1.14], [-2.07, 0.18, -1.72], [-3.67, -1.30, 1.34], [2.58, -1.39, -0.60], [-2.38, -0.56, 1.08]], "lowdin_charge": [-0.06, -0.04, -0.06, -0.04, -0.02, -0.05, -0.02, 0.02, 0.02, 0.03, -0.02, 0.03, 0.05, 0.02, 0.08, 0.05, -0.04, 0.06, 0.03, -0.04, -0.01], "smiles": "O.O.O.O.O.O.O", "e_homo_ev": -10.33, "lumo_energy_ha": -0.024, "total_charge": 0, "gap_ev": 9.68}



Energetically preferred structure: model iv | next structure: +17.1 kcal/mol



Model i:
{"formula": "H14O7", "method": "the ωB97M-V functional and the def2-TZVPD basis", "species": ["O", "O", "O", "O", "O", "O", "O", "H", "H", "H", "H", "H", "H", "H", "H", "H", "H", "H", "H", "H", "H"], "coordinates": [[-0.69, -2.09, -2.28], [-2.56, 1.11, -1.27], [-1.06, 3.38, -0.86], [-0.25, -0.23, -0.11], [3.25, -1.59, 1.63], [-0.63, -2.68, 1.40], [2.02, 0.80, 1.03], [2.78, 1.37, 0.85], [0.45, 0.44, 0.36], [-0.63, 0.63, -0.36], [-3.10, 0.82, -0.55], [-1.61, -2.39, -2.28], [-0.45, -1.89, 0.98], [1.80, 0.98, 1.90], [2.96, -2.09, 0.94], [-0.55, 3.17, -0.01], [-2.24, 2.07, -1.16], [-0.42, -1.52, -1.57], [2.89, -0.74, 1.40], [-0.40, 3.18, -1.52], [-1.55, -2.73, 1.49]], "lowdin_charge": [-0.06, -0.09, -0.05, -0.12, -0.01, 0.00, 0.00, 0.10, 0.08, 0.01, 0.02, 0.04, -0.06, 0.05, -0.02, 0.09, 0.04, -0.03, -0.03, 0.05, 0.00], "smiles": "O.O.O.O.O.O.O", "e_homo_ev": -10.47, "lumo_energy_ha": -0.022, "total_charge": 0, "gap_ev": 9.87}



Model ii:
{"formula": "H14O7", "method": "the ωB97M-V functional and the def2-TZVPD basis", "species": ["O", "O", "O", "O", "O", "O", "O", "H", "H", "H", "H", "H", "H", "H", "H", "H", "H", "H", "H", "H", "H"], "coordinates": [[-1.77, 1.38, 3.01], [-1.28, 0.81, -0.29], [-0.16, 1.39, -2.77], [-0.97, 2.76, -0.10], [0.36, 0.38, -0.31], [0.78, -5.21, 1.10], [2.84, -1.69, -0.74], [2.17, -1.00, -0.68], [-0.89, 2.04, -2.86], [-0.44, 0.60, -3.17], [-1.24, 1.95, 2.54], [-0.08, 2.81, -0.20], [0.97, -4.44, 1.55], [-1.27, 0.90, 3.68], [-1.27, 3.39, 0.57], [0.35, -0.63, -0.49], [-1.90, 0.17, 0.13], [3.54, -1.23, -0.41], [1.48, -5.15, 0.38], [-0.93, 1.26, 0.48], [1.11, 0.76, -0.74]], "lowdin_charge": [-0.01, -0.20, -0.04, -0.01, -0.13, -0.05, -0.02, -0.02, 0.07, 0.02, -0.04, 0.01, -0.02, 0.05, 0.09, 0.14, 0.09, -0.02, 0.08, 0.01, 0.03], "e_homo_ev": -7.08, "lumo_energy_ha": 0.006, "total_charge": 0, "gap_ev": 7.24}



Energetically preferred structure: model i | next structure: +137.0 kcal/mol